A structure of composition C25H79AlNO17. Source: the OMol25 dataset; level of theory: wB97M-V/def2-TZVPD.

XYZ file:
```
123
C25H79AlNO17 (wB97M-V/def2-TZVPD)
C 2.68241 2.40614 -0.04035
C 1.95522 2.05133 -0.93804
C 1.01389 1.59200 -1.90782
Al -0.45384 0.60788 -0.85393
C -0.73787 1.63278 0.85741
O 0.26739 -1.00406 -0.38798
C -2.10596 0.17971 -1.95975
C -3.16364 1.25685 -2.17776
N -3.36048 2.19989 -1.04251
C -4.53694 1.90587 -0.23812
C -4.49713 0.54986 0.44226
C -3.41530 3.53958 -1.53008
C -2.28971 4.38146 -1.04560
O -4.26963 3.94715 -2.28736
H 3.03782 2.55893 0.94866
H 1.50259 0.93008 -2.61865
H 0.61040 2.48091 -2.39516
H 0.00530 1.40231 1.61869
H -1.74913 1.55971 1.24834
H -0.60154 2.69205 0.62492
H -0.08316 -1.19417 0.48779
H -1.72896 -0.07346 -2.95416
H -2.53030 -0.74497 -1.57455
H -4.13726 0.78674 -2.36498
H -2.95524 1.80962 -3.08697
H -4.57333 2.65833 0.55148
H -5.46916 2.01965 -0.80444
H -3.92844 0.59952 1.36323
H -4.13414 -0.24742 -0.19207
H -5.50781 0.29039 0.72975
H -1.35633 3.96876 -1.41795
H -2.24129 4.28724 0.03579
H -2.40846 5.42264 -1.31788
C 0.23264 6.42985 1.17319
O 0.80900 5.27707 0.57559
H -0.57682 6.10769 1.82434
H 0.97634 6.96990 1.76757
H -0.16983 7.09271 0.40189
H 1.52128 5.57247 0.00235
C 5.26353 -0.29716 -0.31235
O 4.97189 0.71745 -1.26180
H 5.86028 -1.06595 -0.80167
H 5.82865 0.10852 0.53295
H 4.33638 -0.74165 0.05593
H 4.40964 1.36364 -0.80536
C 3.23021 -1.81861 -3.51642
O 1.82070 -1.94269 -3.44106
H 3.46007 -1.24982 -4.41364
H 3.62386 -1.28531 -2.64595
H 3.71506 -2.80042 -3.58765
H 1.60031 -2.42458 -2.63788
C 3.62072 -3.31642 1.71966
O 4.78521 -2.92921 2.45613
H 3.37311 -2.51267 1.03318
H 3.81666 -4.22806 1.15051
H 2.77855 -3.48155 2.39400
H 4.99524 -3.64482 3.06008
C -1.53835 -3.73954 1.93820
O -0.40730 -3.14454 2.57565
H -1.91073 -3.04020 1.19387
H -1.24707 -4.66867 1.44209
H -2.32203 -3.94362 2.67360
H -0.08230 -3.77102 3.22719
C 1.82980 -6.05784 0.01770
O 1.99760 -6.41390 1.40112
H 1.83548 -4.97413 -0.05235
H 2.65286 -6.46303 -0.57588
H 0.88244 -6.43394 -0.36398
H 1.99430 -7.37403 1.44672
C 7.75832 2.43617 2.41090
O 6.79764 2.86549 1.45226
H 7.39491 2.73194 3.39140
H 7.87584 1.34965 2.39018
H 8.73210 2.90498 2.23723
H 7.11177 2.59526 0.58325
C -8.55248 -1.77951 0.87668
O -7.55757 -0.86737 0.43605
H -8.22856 -2.20868 1.82273
H -9.50449 -1.26394 1.02690
H -8.68845 -2.58720 0.15070
H -7.86529 -0.49840 -0.39781
C -0.64162 8.12126 -2.30430
O 0.55418 8.74904 -1.84077
H -1.38836 8.19085 -1.51807
H -1.02636 8.61577 -3.20023
H -0.45753 7.06717 -2.52498
H 1.20547 8.67393 -2.54241
C 0.62203 -7.15924 4.55152
O -0.13182 -7.88047 3.58259
H 0.38869 -7.57800 5.52742
H 1.69356 -7.26229 4.36315
H 0.35193 -6.10069 4.54071
H 0.07808 -7.50184 2.72271
C 8.76399 5.67029 -0.17465
O 7.34705 5.70990 -0.18395
H 9.11688 6.33546 -0.95934
H 9.16801 6.01213 0.78393
H 9.13689 4.66073 -0.37822
H 7.03738 5.11590 0.51098
C 6.75418 1.69715 -4.19246
O 5.34062 1.67945 -4.21787
H 7.09174 2.36110 -4.98663
H 7.12718 2.07380 -3.23455
H 7.17171 0.69897 -4.36829
H 5.05316 1.09255 -3.50605
C -1.75401 -7.07806 -1.87919
O -0.64190 -6.27773 -2.26414
H -1.47024 -7.62250 -0.98127
H -2.62695 -6.46057 -1.65313
H -2.01448 -7.79854 -2.65983
H -0.88696 -5.78917 -3.05445
C -5.33859 -4.24072 3.74242
O -4.30246 -5.13908 4.13191
H -5.31143 -4.16249 2.65900
H -6.32087 -4.61434 4.04641
H -5.18250 -3.24690 4.16888
H -4.31594 -5.21029 5.08933
C -10.30620 1.99271 0.34831
O -10.15823 0.84112 -0.47840
H -9.56346 1.92075 1.13785
H -10.13224 2.90989 -0.21900
H -11.30268 2.02965 0.79717
H -10.80903 0.89576 -1.18233
```

Computed properties:
- Charge: -1
- HOMO: -4.62 eV
- Kohn-Sham gap: 6.58 eV

A cluster of 18 separate species, C25H80F6N23O27S2 in total in a non-equilibrium geometry. Source: the OMol25 dataset; level of theory: wB97M-V/def2-TZVPD.

XYZ file:
```
163
C25H80F6N23O27S2 (wB97M-V/def2-TZVPD)
C 7.51207 -11.65003 -25.58707
F 7.58689 -10.55875 -26.32249
F 7.68118 -11.39797 -24.32512
F 6.29648 -12.14423 -25.84439
S 8.72763 -12.95384 -26.29501
O 8.20651 -14.27147 -26.03363
O 8.88944 -12.66011 -27.69220
N 10.14343 -12.52770 -25.51166
S 10.78836 -13.91364 -25.09025
O 10.32285 -14.36071 -23.79310
O 10.88409 -14.90432 -26.13744
C 12.59937 -13.40427 -24.75257
F 13.17299 -12.76474 -25.74784
F 12.45959 -12.53659 -23.73426
F 13.25660 -14.49129 -24.44170
C 18.20438 -17.47447 -24.88374
O 18.60911 -16.40672 -24.44881
N 16.98954 -17.60237 -25.51829
N 18.98237 -18.61275 -24.90694
H 16.48812 -16.75161 -25.68907
H 16.53311 -18.48587 -25.62897
H 18.61140 -19.51785 -25.11442
H 19.90876 -18.53566 -24.53051
C 9.76083 -10.76564 -20.42564
O 9.35107 -10.83352 -19.26450
N 9.28909 -9.78155 -21.27496
N 10.55444 -11.68304 -21.08109
H 9.53597 -9.88223 -22.25040
H 8.58567 -9.12255 -20.99958
H 10.60275 -12.54904 -20.57901
H 10.65874 -11.52813 -22.07029
C 8.15935 -17.10016 -29.39986
O 8.60355 -16.24364 -30.13557
N 7.41858 -18.17837 -29.80475
N 8.18184 -16.95621 -28.03456
H 7.30469 -18.37039 -30.78150
H 7.20171 -18.89679 -29.13929
H 7.65876 -17.61526 -27.47265
H 8.67167 -16.16440 -27.65290
C 7.32573 -14.34045 -21.18404
O 7.88536 -13.41766 -20.60503
N 7.73413 -14.77668 -22.41877
N 6.40207 -15.19408 -20.57724
H 7.34146 -15.62316 -22.80101
H 8.63343 -14.41284 -22.70145
H 6.06269 -14.84830 -19.69827
H 6.54169 -16.14084 -20.86590
C 14.53689 -20.10326 -23.54872
O 14.75317 -19.40427 -22.56172
N 13.32554 -20.71278 -23.75366
N 15.48848 -20.41484 -24.50450
H 13.27337 -21.52214 -24.34220
H 12.67054 -20.65456 -22.99311
H 15.27721 -20.82433 -25.39296
H 16.44639 -20.30177 -24.22707
C 10.47411 -18.44240 -20.74352
O 10.23399 -19.64584 -20.97555
N 11.57998 -17.85516 -21.27123
N 9.68866 -17.64667 -19.93559
H 11.74738 -16.91187 -20.96875
H 12.26030 -18.37467 -21.79687
H 8.88693 -18.06006 -19.49648
H 10.23767 -17.05050 -19.33271
C 9.22045 -8.71621 -29.95267
O 10.25463 -9.06196 -29.42012
N 8.00508 -9.35823 -29.75708
N 9.11563 -7.54936 -30.71610
H 7.14005 -8.85711 -29.75971
H 8.05389 -10.30764 -29.42861
H 10.05820 -7.28503 -30.96051
H 8.31704 -7.59996 -31.32372
C 11.97698 -13.71798 -29.32850
O 12.37919 -12.65514 -28.83994
N 12.87757 -14.64510 -29.79136
N 10.66226 -14.07494 -29.31673
H 13.83748 -14.39682 -29.92160
H 12.60954 -15.57181 -30.08393
H 9.97565 -13.51694 -28.81136
H 10.39557 -14.96610 -29.70505
C 18.79034 -14.31945 -21.80271
O 19.55962 -14.31232 -22.74711
N 17.41680 -14.36089 -21.92912
N 19.21125 -14.08066 -20.50697
H 17.00893 -14.37727 -22.84332
H 16.91964 -14.28028 -21.06594
H 18.58550 -14.06957 -19.72483
H 20.16118 -13.83339 -20.31411
C 7.26587 -7.71325 -24.27983
O 7.71887 -7.50384 -23.15510
N 7.79482 -7.06942 -25.38645
N 6.24596 -8.57619 -24.58739
H 8.68730 -6.63983 -25.23306
H 7.41952 -7.21534 -26.30228
H 5.67633 -9.04639 -23.90666
H 5.99926 -8.46708 -25.56298
C 11.51801 -18.09892 -29.75775
O 11.46883 -17.12077 -30.49530
N 11.88305 -19.36340 -30.16151
N 11.44498 -17.94175 -28.39225
H 11.96555 -20.12178 -29.51743
H 12.14860 -19.41983 -31.12699
H 11.57119 -18.79972 -27.88973
H 11.20473 -17.05600 -27.98107
C 6.17284 -10.68694 -20.97486
C 4.85283 -11.05030 -21.64320
O 4.81117 -10.53028 -22.97474
O 6.23321 -9.32624 -20.57998
H 7.02538 -10.91387 -21.62829
H 6.34429 -11.29230 -20.08357
H 4.06409 -10.54853 -21.08133
H 4.67890 -12.13006 -21.63148
H 5.47330 -11.00322 -23.49382
H 6.05065 -8.78210 -21.35723
C 9.68604 -18.76763 -24.67675
C 8.40532 -19.43212 -25.16072
O 7.51511 -18.62042 -25.90562
O 10.42305 -19.83871 -24.05280
H 9.50630 -17.87721 -24.06117
H 10.28734 -18.35509 -25.47942
H 7.92941 -19.95970 -24.31925
H 8.71003 -20.25920 -25.80967
H 7.12326 -17.89687 -25.36978
H 10.14642 -19.80072 -23.12359
C 11.57103 -9.18583 -25.71488
C 10.43042 -9.06154 -24.70825
O 10.15456 -10.30427 -23.99680
O 11.19343 -9.88621 -26.89850
H 12.38151 -9.73449 -25.21597
H 11.99116 -8.22986 -26.02631
H 9.52847 -8.79614 -25.25786
H 10.74721 -8.35969 -23.93893
H 10.09792 -11.05390 -24.64510
H 10.97664 -10.75712 -26.54456
C 4.69761 -16.14412 -25.26229
C 5.18386 -16.75431 -23.95461
O 6.60469 -16.96982 -23.93457
O 5.29263 -14.85696 -25.46806
H 3.61367 -16.10349 -25.25001
H 5.13560 -16.72662 -26.08463
H 4.64525 -17.64556 -23.62623
H 5.01126 -16.00604 -23.17039
H 6.88533 -17.53379 -23.20559
H 6.25159 -15.00077 -25.52255
C 2.93975 -9.55216 -28.34156
C 3.65668 -9.67407 -27.02373
O 4.92307 -9.01647 -27.00016
O 3.59828 -10.25832 -29.39243
H 2.84105 -8.46881 -28.49084
H 1.93405 -9.96720 -28.25153
H 3.92205 -10.71990 -26.81400
H 3.02464 -9.38685 -26.18282
H 5.22598 -8.94351 -27.91220
H 2.88575 -10.59933 -29.93903
C 4.98320 -14.79825 -28.94584
C 5.92205 -13.64622 -29.29407
O 5.27665 -12.79249 -30.22837
O 4.00240 -14.25309 -28.06372
H 5.54932 -15.63627 -28.52244
H 4.57447 -15.18677 -29.87929
H 6.91817 -13.99500 -29.57620
H 6.10727 -13.03061 -28.40494
H 4.75590 -12.13105 -29.76491
H 4.34679 -14.41123 -27.17324
```

Computed properties:
- Charge: -1
- ΔE to the lowest compared entry with this formula, charge and spin: 0.0 kcal per mole
- HOMO: -6.25 eV
- Kohn-Sham gap: 7.53 eV

A structure of composition C26H12AuBCl4F4N8O2S2 in a non-equilibrium geometry. Source: the OMol25 dataset; level of theory: wB97M-V/def2-TZVPD.

XYZ file:
```
60
C26H12AuBCl4F4N8O2S2 (wB97M-V/def2-TZVPD)
Au 0.17820 -0.66460 0.45310
C 0.58430 -3.31720 2.92630
N 1.88400 -3.32910 2.31380
C 3.07880 -3.50420 2.94280
C 4.05070 -3.31230 2.00790
N 3.46430 -3.02310 0.82160
B 4.21930 -2.75640 -0.49690
N 3.73980 -1.44200 -1.18490
C 4.07200 -1.20360 -2.48050
C 3.68360 0.05880 -2.81520
N 3.10890 0.59620 -1.70910
C 2.59930 1.93330 -1.58540
C 3.13230 -0.34210 -0.73350
S 2.45610 -0.03320 0.81800
C 2.14460 -3.04540 1.01660
S 0.93950 -2.83640 -0.18190
H 0.55490 -4.03660 3.74380
H -0.17180 -3.56840 2.18190
H 0.35750 -2.32020 3.31850
H 3.14780 -3.74040 3.98380
H 5.11370 -3.36930 2.09720
H 5.36590 -2.61820 -0.22860
H 4.01220 -3.65170 -1.24290
H 4.56220 -1.94690 -3.07150
H 3.75490 0.59730 -3.73840
H 2.32540 2.29870 -2.57380
H 3.36100 2.59020 -1.15880
H 1.72840 1.94200 -0.92880
Cl -6.69420 -0.46190 0.82130
C -5.05430 -0.02450 0.93390
C -4.71140 1.32410 1.21450
Cl -5.96220 2.45990 1.43670
C -3.38710 1.70910 1.28160
Cl -2.97820 3.35090 1.55760
C -2.33220 0.78350 1.05970
O -1.11870 1.11860 0.98030
C -2.69860 -0.63340 0.88790
O -1.78140 -1.50330 0.87500
C -4.06710 -0.97340 0.77150
Cl -4.45850 -2.61060 0.45200
F -2.60950 1.03890 -1.65830
C -2.92120 1.82820 -2.70280
C -4.15230 2.41890 -2.73000
F -4.97110 2.23850 -1.68480
C -4.59590 3.20030 -3.83400
C -3.64360 3.35110 -4.88440
C -2.38820 2.80870 -4.82150
F -1.54590 2.99670 -5.84530
C -1.95630 2.01420 -3.72780
C -0.67150 1.44550 -3.65270
C -0.28690 0.58520 -2.63410
N 0.14630 -0.13920 -1.84370
C 0.39830 1.73350 -4.51500
N 1.36020 1.94690 -5.10700
F -3.98030 4.05470 -5.96980
C -5.88470 3.74550 -3.90030
C -6.84170 3.63130 -2.87910
N -7.65760 3.58280 -2.07180
C -6.37820 4.45720 -5.00550
N -6.86620 5.03880 -5.86670
```

Computed properties:
- HOMO (spin up / spin down): -7.25 / -8.02 eV
- Kohn-Sham gap (spin up / spin down): 3.84 / 4.60 eV
- ⟨S²⟩: 2.06
- Multiplicity: 3

A structure of composition C26H13BrCl2F5IInN4O5S in a non-equilibrium geometry. Source: the OMol25 dataset; level of theory: wB97M-V/def2-TZVPD.

XYZ file:
```
59
C26H13BrCl2F5IInN4O5S (wB97M-V/def2-TZVPD)
In 0.16060 -0.18269 -0.54011
Cl 1.98889 3.29912 -3.72634
C 2.00950 3.43332 -1.99400
C 2.62923 4.55737 -1.42063
C 2.67490 4.70135 -0.06754
Cl 3.45305 6.09796 0.62165
C 2.09658 3.72847 0.78645
C 2.08662 3.79228 2.19713
C 1.47692 2.80376 2.90580
C 0.86963 1.71587 2.23657
N 0.88887 1.63103 0.92252
C 1.47858 2.61562 0.19314
C 1.42226 2.43941 -1.23291
O 0.85012 1.38275 -1.74122
H 3.06865 5.30233 -2.06966
H 2.53989 4.63672 2.69820
H 1.41240 2.83840 3.98387
H 0.06702 0.94556 4.06035
O -6.43063 1.12580 -0.80722
C -5.46410 0.18905 -1.03910
O -5.75051 -0.83917 -1.56913
C -4.11604 0.56386 -0.54779
C -3.84024 1.47349 0.46331
N -2.53016 1.45728 0.69233
N -1.92070 0.59242 -0.12529
C -2.85632 0.03332 -0.88908
C -2.36020 -0.97564 -1.91166
O -3.03812 -1.29076 -2.86115
O -1.15989 -1.40432 -1.63775
H -6.03245 1.93812 -0.47751
H -4.46568 2.11241 1.06890
H -2.07120 2.12695 1.31360
F -1.17408 -5.49257 4.20236
C -0.55973 -4.61388 3.40830
C -1.28465 -3.64513 2.74184
F -2.60677 -3.57973 2.89276
C -0.62996 -2.74287 1.92376
F -1.37701 -1.81787 1.31072
C 0.74368 -2.76440 1.73114
S 1.66166 -1.66076 0.71697
C 1.44266 -3.75146 2.42195
F 2.76956 -3.83958 2.29887
C 0.81143 -4.66360 3.24664
F 1.52076 -5.59398 3.88964
I -2.10536 3.77810 2.77743
C 0.21099 0.62973 3.02983
H -0.76844 0.38381 2.61823
H 0.83301 -0.26858 3.00644
Br 1.38185 -5.13999 -3.79830
C 1.69719 -3.28149 -3.71818
C 2.29594 -2.61548 -4.77194
C 2.49539 -1.25151 -4.64751
C 2.08913 -0.61382 -3.48667
N 1.51717 -1.26677 -2.47432
C 1.31760 -2.57838 -2.58905
H 2.59123 -3.15105 -5.66378
H 2.95103 -0.67772 -5.44272
H 2.19832 0.45301 -3.35390
H 0.83991 -3.07550 -1.75625
```

Computed properties:
- Charge: -1
- ΔE to the lowest compared entry with this formula, charge and spin: 0.0 kcal per mole
- HOMO: -5.45 eV
- Kohn-Sham gap: 7.43 eV

A structure of composition C26H13BrCl5CuN4O2S. Source: the OMol25 dataset; level of theory: wB97M-V/def2-TZVPD.

XYZ file:
```
53
C26H13BrCl5CuN4O2S (wB97M-V/def2-TZVPD)
Cu 1.41954 -0.00358 1.77951
O 1.19284 -2.09639 2.47820
N 2.03299 -3.07126 2.34653
C 1.79372 -4.19499 3.06174
C 2.61063 -5.29712 3.02171
C 3.74163 -5.24763 2.20574
C 3.98344 -4.10737 1.47960
C 3.14037 -2.97506 1.51273
S 3.42405 -1.57518 0.60888
H 0.89732 -4.11899 3.65858
H 2.36316 -6.16251 3.62077
H 4.42255 -6.08828 2.14472
H 4.84852 -4.02762 0.83660
Br -7.67528 -1.87884 -4.21408
C -6.19602 -0.67417 -4.21064
C -4.90649 -1.17718 -4.12946
C -3.83252 -0.30753 -4.13115
C -4.02940 1.07915 -4.22158
C -5.34296 1.55358 -4.31353
C -6.42416 0.68783 -4.29913
N -2.97185 1.97469 -4.44617
N -1.89772 1.98772 -3.76346
C -1.70014 1.44467 -2.53884
C -2.69391 1.05315 -1.60087
C -2.40449 0.58809 -0.35381
C -1.05037 0.44299 0.11415
O -0.75639 -0.00176 1.22837
C -0.00486 0.90335 -0.81616
N 1.24844 0.81963 -0.34452
C 2.24368 1.22448 -1.09873
C 2.03841 1.74502 -2.38212
C 0.76178 1.82758 -2.88100
C -0.32131 1.40316 -2.08911
H -4.74346 -2.24474 -4.06212
H -2.82609 -0.69692 -4.04717
H -5.49355 2.62205 -4.40320
H -7.43503 1.06887 -4.36031
H -3.73649 1.16566 -1.86421
H -3.19072 0.32909 0.34447
H 3.23916 1.12678 -0.67926
H 2.88824 2.07117 -2.96916
H 0.56142 2.21329 -3.87097
Cl 3.52624 -0.75911 4.32875
C 3.04628 0.91697 4.18764
C 2.15672 1.27710 3.17487
C 1.82291 2.63012 3.17560
Cl 0.69193 3.21535 1.96892
C 2.32763 3.56808 4.07402
Cl 1.87726 5.24281 4.00342
C 3.21777 3.14996 5.05815
Cl 3.86711 4.28462 6.19597
C 3.57650 1.80657 5.11929
Cl 4.67098 1.28265 6.36182
```

Computed properties:
- Charge: -2
- ΔE to the lowest compared entry with this formula, charge and spin: 0.0 kcal per mole
- HOMO: -1.37 eV
- Kohn-Sham gap: 4.91 eV

| no. | calculated total energy (Eh) |
| --- | --- |
| 1 | -2575.95099 |
| 2 | -5687.39715 |
| 3 | -4783.60326 |
| 4 | -6473.83168 |
| 5 | -8281.75283 |